Molecular formula: C45H60AsBeF6N10
Method: DFT, ωB97M-V with the def2-TZVPD basis set

Last column: Löwdin charge in e.
CARTESIAN COORDINATES (ANGSTROEM)
C (3.272, 6.041, -5.708)  -0.090
H (6.727, -3.539, -1.751)  0.069
H (6.927, 1.792, 1.722)  0.114
C (-0.108, -3.221, -8.214)  -0.220
C (-3.238, -7.400, 0.461)  -0.203
H (5.117, -3.134, -2.032)  0.076
N (-2.382, 4.291, 4.496)  0.120
C (3.527, -6.191, -0.436)  -0.229
H (2.698, -1.453, -7.511)  0.069
H (0.789, 7.318, 5.521)  0.104
C (5.304, -5.318, -1.971)  -0.252
H (-2.157, -7.418, 0.601)  0.124
H (3.171, -3.685, 6.907)  0.079
C (-3.791, -0.856, 7.911)  -0.093
H (3.300, 5.648, -4.703)  0.106
H (-7.459, -4.757, -4.052)  0.111
H (-6.334, -2.053, 10.514)  0.103
Be (-6.543, 0.335, 2.315)  0.773
H (-5.740, -1.231, -5.740)  0.112
N (0.302, -4.074, -10.664)  0.137
H (-5.638, -0.292, -3.429)  0.110
H (5.886, -6.135, -1.544)  0.111
H (2.537, -2.599, -8.768)  0.073
C (-2.932, -7.151, -2.040)  -0.112
H (3.433, -6.218, -2.578)  0.118
H (-8.850, 5.685, 0.199)  0.100
H (-1.884, -7.436, -1.951)  0.076
H (2.830, -1.967, 6.409)  0.084
C (-7.947, 5.887, -0.358)  -0.123
F (-0.305, -1.150, -0.302)  -0.295
H (0.442, -1.236, -8.335)  0.109
H (8.919, 6.133, 2.855)  0.105
H (5.418, -1.355, 6.148)  0.111
N (-6.560, -1.873, -2.492)  0.082
H (4.498, -3.997, 4.830)  0.115
C (0.285, 6.352, 5.487)  -0.299
H (-4.766, -7.524, -0.921)  0.106
N (6.169, -3.266, 8.442)  0.124
H (-8.820, 7.746, -0.878)  0.108
H (2.104, 4.348, -6.373)  0.106
H (-0.797, 6.957, 3.688)  0.115
C (-6.040, -1.235, 8.543)  -0.097
H (5.943, 3.998, 0.867)  0.112
H (5.688, -3.762, -0.486)  0.072
H (-3.107, -0.612, 7.111)  0.103
H (5.477, -5.292, -3.047)  0.101
H (0.382, -1.793, -6.676)  0.111
C (-6.117, -1.244, -3.604)  -0.125
H (3.304, -4.654, -1.733)  0.114
C (4.324, -3.016, 5.272)  -0.275
N (-3.776, -4.962, 1.230)  0.136
F (-0.809, 0.926, -1.755)  -0.306
H (2.436, -3.195, -7.039)  0.080
F (1.484, 0.729, -0.441)  -0.324
H (0.070, 6.115, 6.528)  0.111
H (-6.851, -3.455, -6.024)  0.114
H (2.562, 4.932, -8.842)  0.103
C (0.170, -3.650, -9.584)  -0.238
H (0.922, 5.354, 3.817)  0.077
H (4.164, -2.328, 4.441)  0.108
F (-0.252, 2.402, 0.156)  -0.319
N (7.444, 5.179, 1.758)  0.067
H (-3.626, -8.086, 1.213)  0.120
H (1.050, 4.424, 5.383)  0.081
H (6.457, -2.491, 5.369)  0.109
C (-1.737, 5.262, 4.585)  -0.209
C (3.090, -2.975, 6.084)  -0.127
H (8.716, 1.817, 3.112)  0.111
N (3.331, -6.716, 0.584)  0.132
H (-0.001, -4.178, -7.704)  0.120
C (0.714, -2.063, -7.679)  -0.257
C (6.859, 3.996, 1.440)  -0.092
N (4.108, 7.115, -5.990)  0.079
C (1.233, 5.364, 4.862)  -0.103
C (5.906, -2.914, 7.358)  -0.221
C (-3.714, -7.810, -0.911)  -0.262
H (2.338, -3.326, 5.377)  0.080
C (-3.268, -1.342, 9.137)  -0.034
H (-3.857, -2.155, 11.024)  0.106
C (2.687, 5.204, -6.678)  -0.043
C (-4.214, -1.811, 10.064)  -0.056
H (-7.076, -1.200, 8.243)  0.098
H (-7.299, -3.710, -1.819)  0.105
H (-4.794, 6.888, -2.361)  0.107
C (-5.602, -1.678, 9.814)  -0.039
C (-3.550, -6.031, 0.876)  -0.236
C (2.211, -2.399, -7.748)  -0.099
C (8.376, 2.795, 2.803)  -0.095
N (-6.835, 5.044, -0.277)  0.068
C (-6.124, -1.768, -4.885)  -0.040
H (-1.170, -2.983, -8.157)  0.116
C (5.720, -3.913, -1.565)  -0.121
C (-6.725, -3.008, -5.049)  -0.072
H (4.067, 6.910, -9.325)  0.105
H (-1.673, 7.287, 5.187)  0.110
N (-5.135, -0.864, 7.542)  0.053
H (4.885, 8.261, -7.574)  0.109
H (-4.854, 4.925, -1.009)  0.103
C (5.567, -2.424, 5.995)  -0.187
H (-3.300, -7.369, -3.043)  0.071
H (-3.676, -8.874, -1.146)  0.111
As (-0.294, 0.618, -0.072)  0.892
H (-2.212, -1.383, 9.358)  0.108
C (2.976, 5.505, -8.025)  -0.046
C (3.809, -5.620, -1.748)  -0.191
C (-7.130, -3.732, -3.963)  -0.057
C (-7.954, 7.111, -0.990)  -0.068
F (-2.004, 0.657, 0.481)  -0.326
C (-5.703, 6.698, -1.810)  -0.032
C (-5.772, 5.492, -1.052)  -0.102
C (8.984, 3.964, 3.209)  -0.018
H (2.296, 5.605, 4.847)  0.075
H (-7.024, 8.373, -2.371)  0.107
C (4.304, 7.395, -7.290)  -0.140
C (-7.065, -3.133, -2.702)  -0.098
C (7.282, 2.779, 1.980)  -0.046
C (3.779, 6.634, -8.321)  -0.049
C (-6.847, 7.495, -1.767)  -0.059
C (-0.991, 6.592, 4.696)  -0.178
C (8.494, 5.173, 2.602)  -0.090
F (0.207, 0.324, 1.645)  -0.321
H (9.827, 3.871, 3.878)  0.107
H (-2.868, -6.065, -1.969)  0.071

Values from the calculation:
Maximum force: 3.4 eV Å⁻¹
Charge: +1
HOMO: -11.0 eV

Molecular formula: C2H4P2S
Method: DFT, ωB97M-V with the def2-TZVPD basis set

Last column: Löwdin charge in e.
CARTESIAN COORDINATES (ANGSTROEM)
H (1.329, -0.480, 0.584)  0.006
P (1.667, 2.442, -0.894)  0.265
P (0.067, 2.075, -2.033)  -0.262
C (0.277, -0.674, 0.506)  -0.128
C (-0.344, -1.268, 1.541)  -0.069
H (0.017, -1.393, 2.496)  0.015
H (-0.110, -0.603, -0.625)  0.063
S (-1.576, 1.569, -2.919)  0.070
H (-1.328, -1.668, 1.344)  0.041

Values from the calculation:
Maximum force: 3.9 eV Å⁻¹
ΔE to the lowest compared entry with this formula, charge and spin: 2.458 eV
Structure (SMILES): P#P=S.C=C
HOMO: -9.0 eV

Molecular formula: C9H15N3O
Method: DFT, ωB97M-V with the def2-TZVPD basis set

Last column: Löwdin charge in e.
CARTESIAN COORDINATES (ANGSTROEM)
C (-1.965, -1.584, 1.240)  -0.170
C (0.740, 0.570, -0.721)  -0.144
H (3.959, 1.673, -3.022)  0.139
C (-0.941, 0.779, -2.760)  -0.037
H (-0.174, -2.061, 0.010)  0.162
C (1.950, 0.927, -0.535)  -0.041
H (-1.378, -0.121, -3.256)  0.084
C (0.414, 0.657, -2.117)  -0.294
C (0.376, 0.099, 1.765)  -0.187
O (3.757, 1.703, -2.043)  0.028
H (-0.263, -0.491, 3.807)  0.100
N (2.533, 1.110, -1.767)  -0.170
H (-1.380, -0.960, -0.739)  0.040
H (2.555, 1.125, 0.318)  0.133
H (-1.640, 1.114, -1.976)  0.075
C (-0.604, -0.311, 2.823)  -0.221
H (-2.761, -0.871, 1.413)  0.111
H (-1.007, 1.595, -3.543)  0.093
H (1.126, -0.617, 1.898)  0.114
H (0.673, 1.057, 2.045)  0.105
H (-0.990, 0.857, 0.454)  0.124
N (-1.145, -1.611, 2.464)  -0.096
H (-0.390, -2.205, 2.337)  0.067
H (-2.293, -2.639, 1.095)  0.119
N (1.540, 0.919, -2.709)  0.124
C (-0.943, -1.197, 0.125)  -0.132
H (-1.495, 0.363, 2.955)  0.136
C (-0.251, 0.122, 0.439)  -0.262

Values from the calculation:
Maximum force: 7.9 eV Å⁻¹
ΔE to the lowest compared entry with this formula, charge and spin: 2.961 eV
Structure (SMILES): Cc1nn(O)cc1C1CCNCC1
HOMO: -8.4 eV

Molecular formula: C2H4NP
Method: DFT, ωB97M-V with the def2-TZVPD basis set

Last column: Löwdin charge in e.
CARTESIAN COORDINATES (ANGSTROEM)
H (-4.089, 0.416, -0.947)  -0.068
P (-3.057, -0.374, -0.244)  0.697
H (3.241, 0.397, 0.864)  0.026
C (1.032, 0.282, 0.212)  -0.061
H (0.002, 0.374, -0.121)  -0.107
N (-1.669, 0.179, -0.173)  -0.366
C (2.145, 0.459, 0.651)  -0.045
H (-4.187, -0.941, 0.469)  -0.077

Values from the calculation:
Maximum force: 4.2 eV Å⁻¹
ΔE to the lowest compared entry with this formula, charge and spin: 5.331 eV
Structure (SMILES): N#[PH2].C#C
HOMO: -9.6 eV

Molecular formula: C3H6NOS2
Method: DFT, ωB97M-V with the def2-TZVPD basis set

Last column: Löwdin charge in e.
CARTESIAN COORDINATES (ANGSTROEM)
C (-3.014, 0.543, -0.006)  -0.223
H (3.448, -1.448, 0.508)  0.064
H (2.043, -2.364, 0.664)  0.049
S (1.321, -0.494, -0.759)  0.571
H (-2.774, 0.872, 1.047)  0.110
O (-4.375, -1.401, -0.214)  0.113
H (-1.620, 0.129, -1.656)  0.058
S (-0.345, 0.103, 0.366)  0.787
H (2.115, -0.855, 1.484)  -0.015
H (-3.533, 1.468, -0.445)  0.153
N (-4.306, -0.351, 0.256)  0.028
C (-1.647, 0.372, -0.657)  -0.363
C (2.374, -1.318, 0.606)  -0.331

Values from the calculation:
Maximum force: 4.0 eV Å⁻¹
ΔE to the lowest compared entry with this formula, charge and spin: 3.933 eV
Charge: +1
HOMO (alpha / beta): -13.5 / -13.5 eV

Molecular formula: C13H23N3O2S
Method: DFT, ωB97M-V with the def2-TZVPD basis set

Last column: Löwdin charge in e.
CARTESIAN COORDINATES (ANGSTROEM)
C (-2.196, 1.643, -3.142)  -0.512
C (-3.286, 0.841, -2.419)  -0.587
C (0.094, 0.792, -1.871)  -0.682
C (1.841, -0.474, 3.201)  -0.215
H (-3.016, 1.279, -5.090)  0.082
H (2.536, -4.850, 4.733)  0.103
H (2.424, 0.611, 0.082)  0.162
H (2.822, -2.127, 2.225)  0.117
H (1.634, -0.152, 4.224)  0.119
C (4.410, -3.826, 4.888)  -0.115
H (3.243, -4.413, 3.179)  0.106
H (-0.046, -1.473, 2.976)  0.109
O (-4.261, 0.431, -2.982)  0.110
H (-1.334, 0.289, 1.998)  0.115
H (-2.191, 0.984, -0.829)  0.051
H (5.021, -3.119, 4.333)  0.062
N (1.532, 0.777, -0.356)  0.067
H (4.962, -4.760, 4.964)  0.068
C (2.182, -2.816, 4.159)  -0.228
H (-0.521, 0.928, 3.429)  0.115
H (3.716, -1.433, 3.578)  0.104
C (0.403, 1.290, 0.164)  -0.319
N (-0.524, 1.312, -0.774)  0.102
H (4.258, -3.437, 5.892)  0.073
H (1.189, -3.116, 3.819)  0.103
C (3.070, -4.061, 4.199)  -0.269
C (-0.361, 0.558, 2.415)  -0.183
H (-3.507, 2.810, -4.370)  0.090
H (0.717, -1.047, 1.452)  0.110
C (-2.673, 2.124, -4.500)  -0.120
C (0.519, -0.692, 2.466)  -0.211
C (2.722, -1.725, 3.237)  -0.218
H (1.181, 2.027, 1.983)  0.111
O (-3.081, 0.649, -1.123)  0.086
C (0.224, 1.704, 1.572)  -0.112
H (2.081, -2.415, 5.170)  0.116
N (1.347, 0.459, -1.652)  0.057
H (-1.864, 2.474, -2.514)  0.110
H (-1.870, 2.630, -5.031)  0.073
H (2.404, 0.326, 2.715)  0.095
S (-0.702, 0.572, -3.393)  1.032
H (-0.469, 2.546, 1.599)  0.124

Values from the calculation:
Maximum force: 0.8 eV Å⁻¹
ΔE to the lowest compared entry with this formula, charge and spin: 0.489 eV
Structure (SMILES): CCCCCCCCc1nc(S[C@@H](C)C(=O)O)n[nH]1
HOMO: -8.8 eV

Molecular formula: C13H15F5N2O8P2Pd
Method: DFT, ωB97M-V with the def2-TZVPD basis set

Last column: Löwdin charge in e.
CARTESIAN COORDINATES (ANGSTROEM)
C (0.771, 1.206, 2.364)  -0.251
H (1.319, 1.649, -5.029)  0.070
H (0.805, 2.868, 4.326)  0.129
F (-2.702, -4.743, -2.809)  0.050
O (0.467, -0.664, -2.842)  -0.127
H (-0.790, -1.495, 5.599)  0.121
C (-0.985, -1.634, -0.484)  -0.054
P (-0.291, 1.973, -2.464)  0.438
C (-0.371, -2.876, -0.707)  -0.275
C (0.439, 1.495, 5.959)  -0.208
C (-2.210, -1.531, -1.150)  -0.267
O (0.170, 3.222, -3.342)  -0.174
C (-2.806, -2.531, -1.903)  -0.162
F (-2.913, -0.357, -1.042)  0.004
F (-0.246, -5.089, -1.647)  0.045
H (-0.177, -0.992, 3.152)  0.134
C (-0.122, -0.682, 5.304)  -0.192
F (-4.042, -2.373, -2.462)  0.047
H (0.924, -1.025, 5.353)  0.125
F (0.831, -3.119, -0.111)  0.018
O (-0.402, 2.378, -1.046)  -0.339
H (0.181, 2.238, 6.718)  0.118
H (-1.488, 0.040, 3.783)  0.133
Pd (0.284, 0.201, -0.446)  0.363
C (0.746, 0.778, -4.717)  -0.091
C (-0.420, -0.213, 3.878)  -0.126
H (1.150, 3.208, -3.178)  0.020
H (1.510, 1.254, 6.033)  0.124
C (-0.901, -3.901, -1.475)  -0.160
H (0.568, -0.597, -1.830)  -0.064
N (1.142, 1.365, 1.282)  0.135
H (-0.896, 2.357, 4.487)  0.130
C (0.793, 0.638, -3.207)  -0.651
P (2.446, 1.107, -2.501)  0.304
H (-2.203, 1.152, -2.403)  0.037
O (-1.764, 1.687, -3.071)  -0.139
H (3.421, -0.663, -3.085)  0.042
N (0.416, 0.944, 3.623)  -0.124
O (3.461, 0.213, -3.470)  -0.184
O (2.694, 2.552, -2.815)  -0.341
O (-0.332, 0.350, 6.257)  -0.150
H (-0.283, 0.878, -5.063)  0.070
C (0.154, 2.022, 4.549)  -0.141
O (2.611, 0.562, -1.128)  -0.359
C (-2.141, -3.736, -2.079)  -0.155
H (1.185, -0.116, -5.162)  0.077

Values from the calculation:
Maximum force: 3.5 eV Å⁻¹
Charge: -2
HOMO: -0.2 eV

Molecular formula: C2H7N3O2
Method: DFT, ωB97M-V with the def2-TZVPD basis set

Last column: Löwdin charge in e.
CARTESIAN COORDINATES (ANGSTROEM)
H (-0.520, 1.266, 1.526)  0.091
H (0.149, 1.809, -1.055)  0.009
N (-1.977, 0.166, -0.075)  -0.381
C (-0.727, -0.337, 0.374)  -0.440
N (-0.202, 0.302, 1.490)  0.110
N (-0.480, -1.668, 0.168)  0.133
H (-0.033, 0.391, -2.180)  0.013
C (0.406, 0.793, -1.284)  0.063
H (-1.282, -2.163, -0.205)  0.097
H (0.802, 0.239, 1.581)  0.097
O (-2.671, -0.591, -0.740)  0.057
H (1.404, 0.464, -1.074)  0.006
H (0.024, -2.137, 0.903)  0.101
O (-2.266, 1.316, 0.225)  0.045

Values from the calculation:
Maximum force: 4.1 eV Å⁻¹
ΔE to the lowest compared entry with this formula, charge and spin: 6.166 eV
HOMO (alpha / beta): -7.8 / -8.0 eV

Molecular formula: C8H10N2O2S
Method: DFT, ωB97M-V with the def2-TZVPD basis set

Last column: Löwdin charge in e.
CARTESIAN COORDINATES (ANGSTROEM)
H (2.150, 2.526, 0.737)  0.154
C (-2.389, 0.046, 0.274)  -0.148
H (-2.996, 1.925, -0.660)  0.055
C (1.017, -1.168, -0.026)  -0.369
C (-2.327, 1.523, 0.074)  -0.416
N (-1.402, -0.739, 0.529)  0.143
H (1.531, -2.895, -1.350)  0.084
H (2.135, 1.095, 1.900)  0.132
H (0.552, -1.627, -1.986)  0.074
H (-0.255, -2.667, -0.874)  0.084
H (-3.343, -0.316, 0.442)  0.091
O (3.928, 0.948, -0.261)  0.074
C (0.709, -2.213, -1.113)  0.010
H (-2.626, 2.018, 1.121)  0.130
C (-0.146, -0.301, 0.631)  -0.419
C (2.818, 0.581, 0.017)  -0.507
H (0.017, 1.555, 1.928)  0.144
C (1.904, 1.401, 0.862)  -0.079
H (2.930, -1.311, -0.896)  0.132
N (2.416, -0.702, -0.288)  0.168
C (0.312, 1.128, 0.862)  -0.465
O (0.691, -1.333, 1.313)  0.058
S (-0.630, 2.208, -0.319)  0.870

Values from the calculation:
Maximum force: 6.1 eV Å⁻¹
ΔE to the lowest compared entry with this formula, charge and spin: 2.670 eV
Structure (SMILES): C[C@@]12NC(=O)C[C@H]3SCC=N[C@]31O2
HOMO: -9.2 eV

Molecular formula: CH3O3PS
Method: DFT, ωB97M-V with the def2-TZVPD basis set

Last column: Löwdin charge in e.
CARTESIAN COORDINATES (ANGSTROEM)
O (0.354, -1.618, 0.418)  -0.083
H (0.402, -2.884, -1.163)  0.080
C (0.180, -1.892, -0.723)  -0.171
S (0.645, 1.712, -0.043)  0.689
H (-0.274, -1.091, -1.492)  0.104
H (-0.183, 1.356, 2.561)  -0.066
O (0.356, 1.034, -1.314)  -0.580
P (-0.794, 0.916, 1.239)  0.768
O (-0.687, 2.468, 0.518)  -0.740

Values from the calculation:
Maximum force: 3.4 eV Å⁻¹
ΔE to the lowest compared entry with this formula, charge and spin: 3.397 eV
Structure (SMILES): O=S1#[PH]O1.C=O
HOMO: -9.4 eV

Molecular formula: CH3IO3
Method: DFT, ωB97M-V with the def2-TZVPD basis set

Last column: Löwdin charge in e.
CARTESIAN COORDINATES (ANGSTROEM)
H (1.530, 1.249, -0.984)  0.152
O (1.658, 0.678, 1.572)  0.169
H (0.277, -1.303, -0.090)  0.040
C (1.187, 0.112, 0.660)  -0.651
O (0.591, -1.111, 0.732)  0.116
H (-3.209, 0.140, -1.408)  -0.489
O (1.093, 0.437, -0.643)  0.101
I (-3.127, -0.204, 0.159)  0.561

Values from the calculation:
Maximum force: 5.7 eV Å⁻¹
ΔE to the lowest compared entry with this formula, charge and spin: 1.222 eV
2S+1: 3
Expectation value of S²: 2.004
HOMO (alpha / beta): -5.1 / -10.9 eV

Molecular formula: ClCr2
Method: DFT, ωB97M-V with the def2-TZVPD basis set

Last column: Löwdin charge in e.
CARTESIAN COORDINATES (ANGSTROEM)
Cr (-1.212, -13.504, 6.350)  1.017
Cr (-2.200, -13.167, 11.206)  0.967
Cl (-1.660, -13.551, 8.775)  0.016

Values from the calculation:
Maximum force: 1.0 eV Å⁻¹
ΔE to the lowest compared entry with this formula, charge and spin: 0.000 eV
2S+1: 10
Expectation value of S²: 24.836
Charge: +2
HOMO (alpha / beta): -16.9 / -20.3 eV